DFT (wB97M-V/def2-TZVPD) results for a structure of composition C5H13N3O.

For the HOMO-LUMO gap (spin up / spin down), the calculation gives 7.57 / 7.57 eV. For the HOMO energy (spin up / spin down), the calculation gives -6.924 / -6.924 eV. For the relative energy (zero: lowest compared OMol25 entry of this formula, charge and spin), the calculation gives 142.9 kcal per mole.

Geometry as XYZ:
```
22
C5H13N3O | the OMol25 dataset | wB97M-V/def2-TZVPD
H 2.509 0.727 1.014
H -0.409 0.353 -1.119
C -0.169 -2.015 0.899
C 1.965 0.358 0.138
H 2.540 -0.528 -0.116
H -2.586 -1.504 -0.403
C -1.470 0.790 0.953
C -2.089 -0.868 -1.130
H -0.318 1.565 2.423
C 1.985 1.346 -1.016
H 1.587 0.890 -1.925
H 1.381 2.230 -0.793
H 2.993 1.701 -1.260
N -0.893 -0.292 -0.496
H -1.785 -1.455 -1.999
H -2.756 -0.059 -1.421
N 0.113 -1.207 -0.082
O -2.647 0.799 0.990
H 0.594 -2.740 1.140
N -0.393 1.068 1.562
H 0.803 0.746 0.991
H -0.954 -1.903 1.649
```

Mulliken atomic charges, in units of e: 0.396 0.191 -0.387 -0.732 0.278 0.321 0.687 -0.901 0.148 -0.969 0.277 0.282 0.318 0.086 0.354 0.375 -0.471 -0.519 0.293 -0.417 0.126 0.265

***

DFT (wB97M-V/def2-TZVPD) results for a cluster of 2 separate species, C5H13N3O6P in total.

For the HOMO-LUMO gap, the calculation gives 5.07 eV. For the HOMO energy, the calculation gives -3.040 eV. As for the charge: -1. For the relative energy (zero: lowest compared OMol25 entry of this formula, charge and spin), the calculation gives 23.2 kcal per mole.

Geometry as XYZ:
```
28
C5H13N3O6P | the OMol25 dataset | wB97M-V/def2-TZVPD
O 1.278 -2.339 1.078
O -2.657 0.756 3.362
C -1.290 1.268 -1.572
N -1.652 0.841 2.611
H -0.128 1.498 -3.474
H -1.765 -1.534 3.526
H 0.937 -1.492 -1.453
H -0.217 -0.946 -0.207
O -1.341 1.809 1.920
H -0.701 -0.127 -3.909
H 1.113 -1.933 3.541
N -0.061 0.474 -1.856
O 1.806 -1.304 3.341
O 2.761 -0.307 1.167
O 0.272 0.055 1.758
N -0.903 -1.447 2.977
P 1.680 -1.070 1.764
H 1.972 0.916 -1.417
H -0.813 -1.487 -1.800
H 1.078 2.305 -1.551
C 0.135 0.501 -3.346
H -1.536 1.026 -0.546
C 0.983 1.258 -1.101
C -0.703 -0.273 2.517
H 0.766 1.232 -0.046
H 1.091 0.203 -3.750
C -0.039 -0.972 -1.309
H -2.069 1.088 -2.226
```

Mulliken atomic charges, in units of e: -0.666 -0.614 -0.775 0.943 0.606 0.245 0.299 0.121 -0.484 0.247 0.294 0.589 -0.524 -0.732 -0.233 -0.722 0.746 0.396 0.450 0.213 -1.300 0.005 -0.826 0.754 0.355 0.298 -0.816 0.128

***

DFT (wB97M-V/def2-TZVPD) results for the ion C5H13N4 with charge +1.

For the HOMO-LUMO gap, the calculation gives 9.35 eV. For the HOMO energy, the calculation gives -12.754 eV. As for the charge: +1. For the relative energy (zero: lowest compared OMol25 entry of this formula, charge and spin), the calculation gives 82.1 kcal per mole.

Geometry as XYZ:
```
22
C5H13N4 | the OMol25 dataset | wB97M-V/def2-TZVPD
H -0.013 -2.852 1.493
N 0.204 1.596 -1.264
H 2.017 -1.632 0.370
C 0.124 0.432 -0.635
H 0.962 2.305 -0.964
H -0.058 0.325 2.429
H -0.606 -1.070 1.664
H -1.864 1.815 -1.588
H 1.924 -1.287 2.112
H -1.469 -2.374 -0.114
C -0.501 -1.841 -0.262
H 0.665 1.899 1.925
N 1.350 0.268 0.976
N 0.793 0.836 2.011
C 0.052 -1.739 1.213
C -0.896 2.166 -2.093
H -0.813 3.206 -2.115
C 1.456 -1.186 1.168
H -0.927 1.783 -3.141
H 0.232 -2.307 -0.951
H -1.503 -0.279 -1.431
N -0.759 -0.521 -0.787
```

Mulliken atomic charges, in units of e: 0.339 -0.186 0.356 0.345 0.354 0.218 0.264 0.285 0.342 0.388 -0.657 0.299 -0.059 -0.401 -0.518 -0.897 0.337 -0.533 0.287 0.338 0.217 -0.118

***

DFT (wB97M-V/def2-TZVPD) results for a cluster of 2 separate species, C5H13NO in total.

For the HOMO-LUMO gap, the calculation gives 8.44 eV. For the HOMO energy, the calculation gives -7.784 eV. For the relative energy (zero: lowest compared OMol25 entry of this formula, charge and spin), the calculation gives 57.8 kcal per mole.

Geometry as XYZ:
```
20
C5H13NO | the OMol25 dataset | wB97M-V/def2-TZVPD
H 0.698 -0.728 1.779
H -1.430 -0.490 0.250
H -1.640 -1.527 1.730
C -0.532 1.558 -1.933
C -1.056 -1.377 0.811
H -1.346 1.413 2.157
H -0.095 2.323 -1.273
H -1.327 -2.093 0.021
H -0.846 2.725 2.130
H -0.701 1.901 -2.944
C 0.825 -0.040 -0.614
H -1.549 1.205 -1.651
N 1.225 -1.325 -0.159
H 0.604 -2.553 1.474
H 1.023 0.818 0.006
C 0.464 -1.517 1.060
H 0.919 -1.889 -0.943
O -0.487 1.835 1.997
C 0.357 0.349 -1.814
H 0.491 -0.268 -2.718
```

Mulliken atomic charges, in units of e: 0.293 0.169 0.357 -0.949 -1.014 0.293 0.280 0.375 0.281 0.357 -0.333 0.188 -0.438 0.308 0.315 -0.368 0.339 -0.558 -0.214 0.317

***

DFT (wB97M-V/def2-TZVPD) results for the molecule C5H13NO.

For the HOMO-LUMO gap, the calculation gives 10.50 eV. For the HOMO energy, the calculation gives -9.605 eV. For the relative energy (zero: lowest compared OMol25 entry of this formula, charge and spin), the calculation gives 54.5 kcal per mole.

Geometry as XYZ:
```
20
C5H13NO | the OMol25 dataset | wB97M-V/def2-TZVPD
H 0.941 1.585 -2.846
H 0.839 2.353 -0.135
H -0.192 0.964 1.430
H -1.583 1.837 -0.268
C -0.651 -1.105 1.417
H -0.516 -3.306 1.453
N -1.346 0.933 -0.834
H 0.916 -2.526 0.634
H -0.403 -2.571 -0.205
H -0.749 -1.128 2.566
H -1.571 1.484 -1.614
C 0.034 0.442 -0.549
C -0.130 -2.425 0.876
C 1.124 1.462 -0.877
H 2.236 1.184 -0.739
H 0.276 -0.377 -1.291
H -1.670 -1.073 0.921
H 1.312 -0.023 1.244
O 0.955 2.221 -2.097
C 0.177 0.067 0.914
```

Mulliken atomic charges, in units of e: 0.314 0.188 0.397 0.272 -0.353 0.297 -0.691 0.351 0.307 0.323 0.276 0.451 -1.197 -0.690 0.283 0.219 0.228 0.271 -0.494 -0.752

***

DFT (wB97M-V/def2-TZVPD) results for the molecule C5H13NO.

For the HOMO-LUMO gap, the calculation gives 9.60 eV. For the HOMO energy, the calculation gives -8.637 eV. For the relative energy (zero: lowest compared OMol25 entry of this formula, charge and spin), the calculation gives 26.3 kcal per mole.

Geometry as XYZ:
```
20
C5H13NO | the OMol25 dataset | wB97M-V/def2-TZVPD
C 1.052 -0.579 -0.823
H 1.239 0.350 1.728
H 1.643 0.239 -1.224
N -1.100 0.721 -0.683
H -1.801 0.068 -1.016
H -1.028 -2.713 1.753
C 0.460 0.856 1.165
H -0.348 1.147 1.830
O -0.868 -1.132 0.551
H -0.219 1.058 -2.617
H -1.517 2.152 -2.102
C -0.359 -1.861 1.639
H 1.704 -1.213 -0.228
H 0.880 1.753 0.720
H 0.655 -2.231 1.456
H 0.646 -1.171 -1.641
H 0.082 2.288 -1.370
C -0.655 1.584 -1.755
H -0.367 -1.277 2.565
C -0.099 -0.040 0.052
```

Mulliken atomic charges, in units of e: -1.685 0.380 0.383 -0.351 0.258 0.273 -1.668 0.404 -0.459 0.285 0.340 -0.700 0.442 0.417 0.289 0.376 0.295 -0.891 0.262 1.350

***

DFT (wB97M-V/def2-TZVPD) results for a structure of composition C5H13NO.

For the HOMO-LUMO gap, the calculation gives 9.28 eV. For the HOMO energy, the calculation gives -8.552 eV. For the relative energy (zero: lowest compared OMol25 entry of this formula, charge and spin), the calculation gives 51.6 kcal per mole.

Geometry as XYZ:
```
20
C5H13NO | the OMol25 dataset | wB97M-V/def2-TZVPD
H -2.382 -0.744 -1.780
C 0.350 -2.267 -0.735
N 0.208 0.068 -1.482
H 1.954 0.704 0.779
H -0.228 0.447 -2.362
C -1.865 -1.161 -0.867
H -0.226 -3.131 -0.460
H -2.236 -2.200 -0.714
H -0.316 0.574 1.989
H -2.126 -0.579 0.030
H 1.937 1.305 2.518
H 1.439 -2.202 -0.618
O -0.567 1.720 0.278
H 1.230 0.046 -1.394
H 1.962 2.412 1.161
H -0.122 0.971 -0.536
C 1.567 1.454 1.467
C 0.074 1.492 1.535
H -0.260 2.259 2.251
C -0.392 -1.170 -1.061
```

Mulliken atomic charges, in units of e: 0.271 -1.010 -0.395 0.234 0.333 -1.040 0.264 0.377 0.217 0.224 0.315 0.245 -0.711 0.289 0.249 0.290 -0.897 -0.289 0.333 0.700

***

DFT (wB97M-V/def2-TZVPD) results for the molecule C5H13NO.

For the HOMO-LUMO gap, the calculation gives 9.83 eV. For the HOMO energy, the calculation gives -8.812 eV. For the relative energy (zero: lowest compared OMol25 entry of this formula, charge and spin), the calculation gives 32.5 kcal per mole.

Geometry as XYZ:
```
20
C5H13NO | the OMol25 dataset | wB97M-V/def2-TZVPD
H 0.686 -3.266 0.678
H -0.030 0.913 1.754
H 1.766 1.982 0.834
C -0.258 -1.321 0.653
C -1.217 -0.039 -1.136
C 0.754 -2.317 0.133
C -0.224 1.158 0.709
C 0.844 2.175 0.286
H -1.223 1.623 0.724
H 0.478 3.180 0.501
H -1.283 -1.713 0.647
H -2.238 0.126 -0.761
H -1.216 -0.994 -1.669
H -0.058 -1.115 1.713
O 1.176 2.108 -1.092
N -0.217 -0.054 -0.089
H 1.763 -1.944 0.336
H 0.682 -2.488 -0.938
H 0.869 1.248 -1.404
H -1.054 0.738 -1.879
```

Mulliken atomic charges, in units of e: 0.382 0.358 0.238 -0.620 -1.189 -1.150 -0.560 -0.416 0.304 0.295 0.389 0.375 0.388 0.314 -0.550 0.173 0.271 0.304 0.334 0.361

***

DFT (wB97M-V/def2-TZVPD) results for the molecule C5H13NO.

For the HOMO-LUMO gap, the calculation gives 9.18 eV. For the HOMO energy, the calculation gives -8.208 eV. For the relative energy (zero: lowest compared OMol25 entry of this formula, charge and spin), the calculation gives 32.9 kcal per mole.

Geometry as XYZ:
```
20
C5H13NO | the OMol25 dataset | wB97M-V/def2-TZVPD
C -0.545 -0.457 -0.225
C -1.408 -1.298 -1.153
N -0.957 0.942 -0.205
O 3.192 -0.153 0.114
H -0.734 -0.791 0.801
C 0.939 -0.607 -0.509
H 1.759 -0.738 1.468
H 3.679 0.607 0.436
H 1.603 0.934 0.826
C -1.409 1.542 1.005
H -0.679 1.461 -1.018
H -1.168 -1.241 -2.209
H -2.297 1.045 1.403
H -2.463 -1.134 -0.903
H -0.655 1.629 1.797
C 1.839 -0.103 0.591
H 1.274 -0.168 -1.441
H -1.787 2.544 0.812
H -1.349 -2.353 -0.853
H 1.166 -1.661 -0.737
```

Mulliken atomic charges, in units of e: 0.324 -1.511 -0.214 -0.522 0.314 -0.778 0.228 0.316 0.286 -0.939 0.231 0.311 0.280 0.384 0.270 -0.397 0.366 0.367 0.385 0.300

***

DFT (wB97M-V/def2-TZVPD) results for the molecule C5H13NO.

For the HOMO-LUMO gap, the calculation gives 9.24 eV. For the HOMO energy, the calculation gives -8.380 eV. For the relative energy (zero: lowest compared OMol25 entry of this formula, charge and spin), the calculation gives 81.3 kcal per mole.

Geometry as XYZ:
```
20
C5H13NO | the OMol25 dataset | wB97M-V/def2-TZVPD
H -1.156 -2.013 -1.458
H 0.423 1.806 -2.091
H 0.277 1.913 1.451
H 0.369 -1.439 1.951
H 1.960 0.466 0.512
C 0.143 0.925 1.944
H 0.451 1.399 -0.431
C -0.409 -1.882 -0.735
H 1.058 0.999 2.763
H 0.587 -1.974 -1.282
C -0.382 1.084 -2.141
C 0.462 -0.445 1.254
H -0.172 0.204 -2.698
H -1.409 1.394 -2.334
H -1.631 -0.503 0.454
H -0.725 1.004 2.647
C -0.543 -0.508 0.077
H -0.722 -2.735 0.048
N -0.327 0.798 -0.617
O 1.745 -0.495 0.688
```

Mulliken atomic charges, in units of e: 0.477 0.317 0.343 0.303 0.433 -1.054 0.168 -1.376 0.290 0.279 -0.845 -0.209 0.284 0.217 0.135 0.307 0.443 0.315 -0.283 -0.544